DFT (ωB97M-V with the def2-TZVPD basis set) results for a structure of composition C28H67N3O14PS3 in a non-equilibrium geometry.

Geometry as XYZ:
```
116
Properties=species:S:1:pos:R:3:lowdin_charge:R:1
C -0.10 -1.46 1.31 -0.082
C 1.38 -1.53 0.81 -0.263
O 2.12 -0.30 0.97 -0.247
P 1.77 0.81 -0.19 0.612
O 0.33 1.22 -0.17 -0.290
C 2.08 0.14 -1.91 -0.219
C 0.82 -0.53 -2.55 -0.268
C 1.08 -1.02 -4.04 -0.228
S 0.25 -2.59 -4.45 0.527
O 0.98 -3.13 -5.61 -0.394
O 0.48 -3.51 -3.32 -0.379
N -1.33 -2.42 -4.93 -0.327
S -2.35 -2.27 -3.63 0.555
O -3.71 -2.14 -4.18 -0.396
O -2.11 -1.07 -2.80 -0.371
C -2.41 -3.79 -2.59 -0.232
C -2.03 -3.54 -1.08 -0.217
C -3.29 -3.60 -0.14 -0.192
C -3.76 -2.18 0.39 -0.190
C -5.27 -1.88 0.00 -0.188
C -5.50 -0.34 -0.31 -0.251
C -5.92 0.47 0.97 -0.469
S -6.78 2.07 0.62 0.905
C -6.12 2.59 -0.98 -0.631
N -6.42 2.02 -2.14 0.026
N -5.72 2.65 -3.12 0.047
C -5.02 3.61 -2.50 -0.147
O -5.23 3.63 -1.16 -0.002
O 2.65 2.22 0.08 -0.225
C 4.01 2.12 -0.39 -0.293
C 4.89 1.11 0.42 -0.102
H -0.54 -2.47 1.50 0.080
H -0.78 -0.96 0.58 0.060
H -0.09 -0.89 2.27 0.088
H 1.90 -2.29 1.45 0.122
H 1.48 -1.91 -0.24 0.108
H 2.95 -0.56 -1.92 0.102
H 2.33 1.02 -2.56 0.104
H 0.01 0.24 -2.63 0.104
H 0.37 -1.34 -1.93 0.076
H 2.18 -1.23 -4.08 0.097
H 0.91 -0.20 -4.78 0.110
H -3.44 -4.23 -2.64 0.093
H -1.71 -4.58 -2.97 0.067
H -1.30 -4.32 -0.76 0.113
H -1.50 -2.56 -0.93 0.071
H -3.03 -4.22 0.76 0.100
H -4.15 -4.09 -0.64 0.094
H -3.69 -2.14 1.50 0.105
H -3.13 -1.37 -0.05 0.092
H -5.59 -2.48 -0.89 0.110
H -5.93 -2.15 0.86 0.101
H -6.37 -0.30 -1.01 0.098
H -4.58 0.10 -0.78 0.116
H -5.01 0.62 1.59 0.082
H -6.63 -0.17 1.55 0.072
H -4.34 4.32 -3.02 0.128
H 4.46 3.14 -0.23 0.121
H 4.12 1.91 -1.48 0.101
H 4.82 1.42 1.50 0.083
H 5.95 1.19 0.06 0.087
H 4.58 0.04 0.31 0.067
C -4.32 6.49 1.47 -0.089
C -3.18 5.54 1.78 -0.330
O -3.66 4.37 2.43 -0.080
H -4.84 6.78 2.39 0.076
H -3.96 7.40 0.98 0.066
H -5.06 6.01 0.83 0.066
H -2.45 6.02 2.44 0.098
H -2.66 5.25 0.86 0.107
H -4.29 3.95 1.83 0.058
C -0.38 -7.00 -4.93 -0.086
C -1.04 -8.04 -4.05 -0.327
O -1.62 -7.43 -2.90 -0.093
H 0.40 -6.47 -4.38 0.078
H 0.07 -7.46 -5.81 0.072
H -1.11 -6.25 -5.26 0.079
H -0.31 -8.77 -3.71 0.106
H -1.83 -8.57 -4.60 0.103
H -2.27 -6.79 -3.21 0.065
C 0.33 5.19 2.50 -0.096
C 1.50 4.30 2.88 -0.323
O 1.03 3.12 3.51 -0.084
H -0.25 5.45 3.38 0.073
H 0.68 6.11 2.01 0.074
H -0.34 4.67 1.81 0.068
H 2.16 4.82 3.58 0.108
H 2.09 4.02 2.00 0.094
H 0.46 2.67 2.88 0.081
C 7.36 -2.33 3.25 -0.096
C 7.44 -0.82 3.35 -0.309
O 6.49 -0.21 2.49 -0.106
H 7.55 -2.65 2.22 0.076
H 8.09 -2.80 3.91 0.050
H 6.37 -2.69 3.52 0.075
H 8.43 -0.46 3.06 0.113
H 7.24 -0.49 4.38 0.107
H 5.61 -0.52 2.75 0.080
C 9.20 -4.99 7.07 -0.095
C 9.27 -3.48 7.17 -0.317
O 8.31 -2.88 6.30 -0.098
H 9.39 -5.32 6.05 0.076
H 9.94 -5.45 7.73 0.072
H 8.21 -5.35 7.35 0.072
H 10.25 -3.12 6.87 0.112
H 9.07 -3.14 8.19 0.107
H 7.44 -3.19 6.57 0.087
C -4.63 7.91 -2.68 -0.092
C -3.22 7.37 -2.78 -0.316
O -3.13 6.37 -3.79 -0.092
H -5.33 7.10 -2.45 0.070
H -4.71 8.67 -1.90 0.072
H -4.95 8.34 -3.63 0.072
H -2.91 6.92 -1.84 0.105
H -2.51 8.18 -3.02 0.108
H -3.39 6.78 -4.63 0.085
```

## Properties
charge = -1
lowest unoccupied orbital energy = 1.81 eV
HOMO = -0.22701 Eh
electronic energy = -105051.4419 eV
spin multiplicity = 1
gap between HOMO and LUMO = 7.989 eV

DFT (ωB97M-V with the def2-TZVPD basis set) results for a cluster of 3 separate species, C28H67N7O2P3 in total in a non-equilibrium geometry.

Geometry as XYZ:
```
107
Properties=species:S:1:pos:R:3:lowdin_charge:R:1
P -1.41 0.69 -1.47 1.092
C -2.05 1.81 -2.79 -0.339
C -1.11 1.73 -4.05 -0.247
C -1.87 1.63 -5.39 -0.189
C -2.78 0.38 -5.53 -0.207
C -2.09 -0.83 -6.20 -0.193
C -1.12 -1.65 -5.31 -0.183
C -1.62 -2.00 -3.88 -0.239
C -2.51 -3.26 -3.79 -0.183
C -3.87 -3.00 -4.50 -0.191
C -5.11 -3.58 -3.74 -0.182
C -5.98 -2.46 -3.09 -0.181
C -7.26 -2.14 -3.91 -0.111
N -7.64 -0.75 -3.59 -0.159
C -7.93 0.21 -4.50 -0.099
C -8.19 1.36 -3.76 -0.110
C -8.06 1.04 -2.38 -0.101
C -7.70 -0.31 -2.30 -0.114
H -2.30 -0.40 -1.38 0.003
H -0.18 0.14 -1.88 0.025
H -1.37 1.27 -0.19 -0.008
H -3.10 1.62 -3.02 0.094
H -1.97 2.82 -2.36 0.091
H -0.56 2.68 -4.07 0.114
H -0.35 0.94 -3.98 0.081
H -2.56 2.50 -5.40 0.116
H -1.22 1.77 -6.26 0.122
H -3.59 0.69 -6.22 0.118
H -3.28 0.16 -4.58 0.076
H -1.53 -0.49 -7.08 0.116
H -2.87 -1.50 -6.57 0.099
H -0.95 -2.61 -5.83 0.118
H -0.13 -1.18 -5.24 0.102
H -2.16 -1.19 -3.38 0.043
H -0.71 -2.19 -3.28 0.106
H -2.70 -3.47 -2.72 0.105
H -1.97 -4.14 -4.17 0.117
H -3.82 -3.47 -5.49 0.115
H -3.99 -1.91 -4.57 0.077
H -4.74 -4.22 -2.92 0.102
H -5.72 -4.18 -4.43 0.109
H -5.39 -1.53 -3.12 0.102
H -6.22 -2.74 -2.06 0.104
H -7.04 -2.16 -4.98 0.126
H -8.08 -2.82 -3.65 0.130
H -7.93 0.10 -5.58 0.117
H -8.44 2.34 -4.14 0.090
H -8.17 1.69 -1.52 0.088
H -7.51 -0.90 -1.41 0.113
O 0.29 1.31 2.10 -0.337
P -0.23 1.76 3.46 0.714
N 1.14 2.69 3.90 -0.341
C 2.22 2.41 4.82 -0.131
C 1.31 3.95 3.21 -0.126
N -0.39 0.16 4.09 -0.294
C 0.24 -0.40 5.28 -0.109
C -0.58 -0.90 3.10 -0.152
N -1.11 2.39 4.80 -0.321
C -0.64 2.75 6.12 -0.101
C -2.56 2.17 4.72 -0.129
H 2.33 3.22 5.55 0.088
H 3.18 2.31 4.29 0.065
H 2.08 1.51 5.40 0.053
H 0.71 4.74 3.67 0.078
H 1.01 3.86 2.16 0.063
H 2.35 4.28 3.21 0.084
H 1.32 -0.27 5.29 0.063
H 0.07 -1.48 5.34 0.084
H -0.20 -0.01 6.20 0.076
H 0.37 -1.26 2.69 0.082
H -1.21 -0.57 2.28 0.050
H -1.10 -1.76 3.55 0.082
H 0.09 2.06 6.54 0.062
H -1.47 2.79 6.83 0.094
H -0.19 3.75 6.12 0.088
H -2.83 1.20 5.14 0.081
H -2.90 2.20 3.69 0.067
H -3.11 2.95 5.25 0.083
O 7.30 -2.70 2.58 -0.279
P 6.42 -1.48 2.40 0.723
N 6.73 -1.23 0.73 -0.347
C 7.55 -0.27 0.04 -0.135
C 6.13 -2.19 -0.18 -0.135
N 7.26 -0.51 3.56 -0.302
C 7.90 0.77 3.36 -0.121
C 7.98 -1.25 4.61 -0.146
N 5.14 -0.32 2.34 -0.318
C 5.04 0.90 1.57 -0.111
C 4.24 -0.36 3.49 -0.141
H 6.97 0.27 -0.72 0.079
H 8.40 -0.74 -0.46 0.086
H 7.96 0.50 0.69 0.048
H 5.08 -1.92 -0.39 0.069
H 6.14 -3.20 0.25 0.070
H 6.67 -2.25 -1.12 0.080
H 8.61 0.78 2.53 0.069
H 8.48 1.07 4.23 0.079
H 7.18 1.58 3.24 0.070
H 8.98 -1.57 4.27 0.086
H 7.43 -2.13 4.91 0.067
H 8.10 -0.63 5.50 0.078
H 5.97 1.47 1.50 0.061
H 4.29 1.57 1.99 0.079
H 4.71 0.69 0.54 0.081
H 4.62 0.26 4.32 0.077
H 4.13 -1.38 3.86 0.075
H 3.24 -0.01 3.23 0.065
```

## Properties
charge = +1
lowest unoccupied orbital energy = -2.93 eV
HOMO = -0.34492 Eh
electronic energy = -72502.3950 eV
spin multiplicity = 1
gap between HOMO and LUMO = 6.452 eV

DFT (ωB97M-V with the def2-TZVPD basis set) results for a structure of composition C28H68BF4N6O8Rb in a non-equilibrium geometry.

Geometry as XYZ:
```
116
Properties=species:S:1:pos:R:3:lowdin_charge:R:1
Rb -6.68 -28.45 15.90 0.852
B -6.35 -27.40 19.35 -1.405
F -6.22 -28.68 19.77 0.156
F -5.55 -26.63 20.23 0.093
F -5.85 -27.34 18.07 -0.006
F -7.62 -26.90 19.31 0.155
C -12.50 -27.59 14.00 -0.077
O -11.99 -27.37 15.36 -0.214
C -10.89 -28.27 15.73 -0.155
C -10.24 -27.69 17.08 -0.195
N -9.18 -26.83 16.77 -0.119
C -9.52 -25.70 15.85 -0.144
C -8.35 -24.69 15.51 -0.189
O -7.14 -25.34 15.14 -0.243
C -5.94 -24.56 15.06 -0.069
H -11.75 -27.37 13.25 0.063
H -13.40 -27.02 13.75 0.081
H -12.83 -28.62 13.82 0.076
H -10.07 -28.23 15.02 0.112
H -11.33 -29.23 16.00 0.110
H -9.94 -28.57 17.66 0.100
H -10.96 -27.00 17.52 0.123
H -8.84 -26.44 17.64 0.096
H -10.22 -25.10 16.43 0.121
H -9.95 -25.98 14.88 0.093
H -8.28 -23.99 16.34 0.123
H -8.90 -24.25 14.68 0.106
H -5.79 -24.00 15.98 0.089
H -6.12 -23.86 14.24 0.090
H -5.04 -25.17 15.07 0.081
C -9.81 -31.55 15.01 -0.153
O -8.98 -30.81 15.86 -0.191
C -9.09 -31.46 17.16 -0.221
C -8.24 -30.71 18.14 -0.159
N -6.71 -30.70 17.85 -0.078
C -6.25 -32.07 17.54 -0.186
C -5.98 -32.78 18.87 -0.174
O -7.21 -33.06 19.56 -0.193
C -7.02 -33.60 20.79 -0.148
H -9.76 -31.31 13.95 0.082
H -10.89 -31.56 15.21 0.090
H -9.46 -32.57 14.87 0.090
H -8.88 -32.52 17.30 0.119
H -10.14 -31.47 17.43 0.126
H -8.60 -30.94 19.14 0.128
H -8.39 -29.65 17.92 0.065
H -6.27 -30.46 18.72 0.070
H -5.28 -31.89 17.08 0.101
H -6.80 -32.60 16.76 0.117
H -5.46 -32.08 19.54 0.124
H -5.43 -33.70 18.68 0.125
H -6.10 -33.15 21.15 0.084
H -6.95 -34.68 20.72 0.089
H -7.70 -33.42 21.63 0.091
C -6.75 -31.68 12.75 -0.040
O -6.36 -30.32 13.18 -0.239
C -6.42 -29.33 12.21 -0.219
C -5.02 -29.09 11.42 -0.178
N -3.95 -29.17 12.33 -0.059
C -3.62 -27.98 13.13 -0.182
C -2.81 -28.32 14.42 -0.166
O -3.56 -29.26 15.23 -0.241
C -2.83 -29.59 16.38 -0.103
H -6.72 -32.39 13.58 0.086
H -5.97 -32.13 12.14 0.082
H -7.66 -31.65 12.15 0.086
H -6.55 -28.42 12.80 0.079
H -7.24 -29.59 11.53 0.106
H -4.92 -28.15 10.88 0.112
H -5.06 -29.88 10.67 0.103
H -4.06 -29.85 13.06 0.093
H -4.49 -27.41 13.45 0.096
H -3.02 -27.23 12.62 0.118
H -2.65 -27.44 15.04 0.108
H -1.96 -28.84 13.99 0.125
H -1.80 -29.88 16.17 0.092
H -3.28 -30.45 16.88 0.079
H -2.85 -28.75 17.08 0.088
C -9.70 -25.31 11.53 -0.052
C -8.76 -25.79 10.48 -0.525
C -9.27 -27.25 10.37 -0.125
C -9.07 -27.81 8.96 -0.189
C -9.46 -26.91 7.86 -0.156
C -8.75 -25.56 7.95 -0.476
N -8.94 -24.97 9.34 -0.133
O -8.34 -23.76 9.42 0.011
C -7.34 -25.67 7.38 -0.035
C -9.45 -24.55 7.04 -0.054
C -7.29 -25.84 10.96 0.000
H -9.23 -24.37 11.81 0.077
H -9.68 -25.87 12.46 0.079
H -10.70 -25.01 11.20 0.103
H -8.85 -27.94 11.09 0.107
H -10.34 -27.17 10.53 0.110
H -9.69 -28.70 8.94 0.112
H -8.07 -28.23 8.88 0.113
H -10.53 -26.73 7.76 0.122
H -9.37 -27.30 6.85 0.124
H -6.64 -26.28 7.95 0.069
H -7.33 -26.23 6.44 0.084
H -6.90 -24.69 7.19 0.086
H -9.06 -23.54 7.14 0.079
H -9.41 -24.89 6.01 0.090
H -10.50 -24.42 7.30 0.085
H -7.06 -26.49 11.80 0.063
H -7.05 -24.91 11.48 0.074
H -6.48 -25.95 10.23 0.079
H -9.10 -23.18 9.53 0.117
C -2.53 -25.32 17.91 -0.853
O -2.67 -25.74 16.85 0.102
N -2.99 -25.76 19.04 0.189
N -1.91 -24.23 18.20 0.152
H -3.58 -26.59 19.05 0.103
H -2.68 -25.35 19.91 0.117
H -1.68 -24.04 19.16 0.105
H -1.16 -23.87 17.62 0.119
```

## Properties
charge = 0
lowest unoccupied orbital energy = 0.05 eV
HOMO = -0.31235 Eh
electronic energy = -67660.4661 eV
spin multiplicity = 1
energy relative to the best compared isomer or geometry (same formula, charge and spin) = 82.3 kcal per mole
gap between HOMO and LUMO = 8.551 eV

DFT (ωB97M-V with the def2-TZVPD basis set) results for a cluster of 10 separate species, C28H68O10 in total in a non-equilibrium geometry.

Geometry as XYZ:
```
106
Properties=species:S:1:pos:R:3:lowdin_charge:R:1
C 6.02 0.50 -1.35 -0.163
C 5.32 -0.51 -0.44 -0.160
C 4.07 -0.81 -1.27 -0.171
O 3.80 0.38 -2.02 -0.165
C 4.84 1.32 -1.84 -0.198
H 6.43 -0.05 -2.21 0.118
H 6.83 1.09 -0.92 0.115
H 5.06 -0.12 0.55 0.110
H 5.98 -1.36 -0.29 0.110
H 3.18 -0.98 -0.66 0.100
H 4.23 -1.65 -1.94 0.121
H 4.57 2.03 -1.03 0.106
H 5.03 1.88 -2.75 0.133
C 1.86 1.96 5.32 -0.167
C 0.54 2.66 5.04 -0.155
C 0.79 3.26 3.63 -0.177
O 1.87 2.50 3.06 -0.169
C 2.25 1.46 3.94 -0.209
H 1.81 1.19 6.10 0.113
H 2.59 2.70 5.67 0.116
H 0.35 3.46 5.75 0.109
H -0.32 1.99 5.03 0.099
H 1.12 4.29 3.73 0.118
H -0.13 3.16 3.06 0.104
H 3.31 1.24 3.83 0.122
H 1.69 0.55 3.70 0.104
C -3.20 -2.95 3.81 -0.182
C -1.89 -2.34 4.24 -0.166
C -2.34 -0.89 4.58 -0.187
O -3.73 -0.98 4.94 -0.135
C -4.11 -2.35 4.89 -0.214
H -3.28 -4.03 3.86 0.117
H -3.59 -2.61 2.85 0.103
H -1.12 -2.31 3.46 0.097
H -1.50 -2.83 5.12 0.114
H -2.29 -0.32 3.66 0.092
H -1.70 -0.50 5.38 0.113
H -5.17 -2.48 4.68 0.120
H -3.96 -2.80 5.88 0.120
C 0.10 -1.08 0.47 -0.141
C -0.50 -0.15 1.50 -0.169
C -0.28 1.20 0.81 -0.168
O -0.39 0.92 -0.61 -0.137
C -0.54 -0.46 -0.78 -0.230
H -0.18 -2.13 0.55 0.089
H 1.19 -0.97 0.41 0.104
H 0.02 -0.08 2.46 0.094
H -1.55 -0.38 1.65 0.105
H 0.76 1.51 0.99 0.098
H -0.93 2.03 1.08 0.117
H -0.12 -0.85 -1.70 0.117
H -1.61 -0.73 -0.79 0.112
C 0.51 -5.35 0.46 -0.100
C 1.00 -4.99 -0.93 -0.302
O 1.67 -6.11 -1.52 -0.081
H 1.32 -5.73 1.10 0.076
H -0.21 -6.17 0.43 0.073
H 0.09 -4.49 0.99 0.051
H 1.71 -4.16 -0.90 0.107
H 0.14 -4.73 -1.55 0.098
H 2.61 -5.90 -1.57 0.075
C -2.68 -4.13 -0.06 -0.078
C -3.61 -4.03 -1.26 -0.298
O -2.86 -4.30 -2.45 -0.086
H -1.71 -3.72 -0.32 0.046
H -2.53 -5.17 0.24 0.075
H -2.99 -3.57 0.83 0.057
H -4.09 -3.07 -1.37 0.097
H -4.39 -4.80 -1.18 0.110
H -2.45 -5.16 -2.33 0.078
C -2.74 3.48 -1.77 -0.093
C -1.48 4.30 -2.00 -0.303
O -0.88 3.93 -3.25 -0.075
H -2.44 2.44 -1.66 0.061
H -3.47 3.58 -2.58 0.064
H -3.21 3.83 -0.84 0.074
H -0.75 4.13 -1.21 0.091
H -1.76 5.36 -2.04 0.110
H -1.47 4.31 -3.90 0.078
C -3.75 0.55 -4.35 -0.076
C -3.75 -0.52 -3.28 -0.305
O -3.94 -1.84 -3.82 -0.081
H -2.91 0.52 -5.04 0.066
H -3.81 1.53 -3.85 0.056
H -4.67 0.55 -4.95 0.076
H -4.58 -0.30 -2.59 0.112
H -2.85 -0.52 -2.67 0.089
H -4.82 -2.08 -3.52 0.070
C 3.27 4.41 0.46 -0.077
C 2.13 3.81 -0.37 -0.313
O 2.06 4.44 -1.65 -0.071
H 4.23 4.07 0.08 0.062
H 3.13 4.10 1.50 0.057
H 3.24 5.50 0.45 0.073
H 1.18 3.98 0.14 0.098
H 2.35 2.75 -0.46 0.097
H 2.10 5.38 -1.43 0.077
C 0.32 1.27 -5.23 -0.091
C 0.79 0.88 -3.86 -0.324
O 1.73 1.84 -3.39 -0.078
H 1.13 1.44 -5.93 0.076
H -0.25 2.20 -5.17 0.061
H -0.34 0.52 -5.68 0.067
H 1.24 -0.12 -3.85 0.114
H -0.05 0.88 -3.16 0.085
H 2.33 1.38 -2.80 0.032
```

## Properties
charge = 0
lowest unoccupied orbital energy = 0.41 eV
HOMO = -0.32249 Eh
SMILES = C1CCOC1.C1CCOC1.C1CCOC1.C1CCOC1.CCO.CCO.CCO.CCO.CCO.CCO
electronic energy = -50609.4951 eV
spin multiplicity = 1
energy relative to the best compared isomer or geometry (same formula, charge and spin) = 27.4 kcal per mole
gap between HOMO and LUMO = 9.186 eV

gap between HOMO and LUMO of number 3 (C28H68BF4N6O8Rb)? 8.551 eV

Among the records above, which one has the highest gap between HOMO and LUMO? C28H68O10

electronic energy of number 3 (C28H68BF4N6O8Rb)? -67660.4661 eV